Record 1
The following is a DFT calculation (ωB97M-V/def2-TZVPD) of 2 unconnected molecules or ions with the total composition C3H12NS in a non-equilibrium geometry.

The HOMO energy comes out at -0.4745 Eh. The HOMO-LUMO gap is 9.2 eV. The LUMO energy comes out at -0.13629 Ha.

Geometry as ORCA input:
```
! RIJCOSX wB97M-V def2-TZVPD def2/J DEFGRID3
* xyz 1 1
C -0.52 3.60 0.02
N 0.31 2.31 0.30
H -1.34 3.27 -0.59
H -0.80 3.97 1.01
H 0.14 4.33 -0.43
H -0.31 1.49 0.33
H 0.72 2.45 1.23
H 1.04 2.24 -0.41
C -0.60 -3.25 0.04
C 0.49 -2.58 -0.74
S 0.83 -0.84 -0.16
H -1.50 -2.62 0.09
H -0.29 -3.32 1.10
H -0.97 -4.25 -0.17
H 1.45 -3.04 -0.88
H 0.13 -2.42 -1.77
H 1.23 -1.34 1.02
*
```


Record 2
The following is a DFT calculation (ωB97M-V/def2-TZVPD) of a molecular structure, C13H33Cl2N2OP2SV in a non-equilibrium geometry.

The HOMO energy (spin up / spin down) comes out at -0.5719 / -0.5820 Eh. The HOMO-LUMO gap (spin up / spin down) is 7.7 / 8.8 eV. The LUMO energy (spin up / spin down) comes out at -0.28762 / -0.25958 Ha. As for the expectation value of S²: 2.032.

Geometry as ORCA input:
```
! RIJCOSX wB97M-V def2-TZVPD def2/J DEFGRID3
* xyz 2 3
C 4.13 3.90 1.57
C 2.68 3.58 1.53
H 4.64 3.21 2.23
H 4.26 4.93 1.92
H 4.56 3.84 0.56
O 2.16 2.67 2.14
Cl 1.76 4.68 0.55
V -0.86 0.48 -0.20
P -1.55 1.66 1.78
C -1.79 0.52 3.20
C -0.90 3.10 2.68
H -1.64 3.40 3.44
H -3.68 2.60 2.38
H -0.70 3.92 1.99
H -3.20 3.07 0.72
H -0.82 0.15 3.53
H 0.05 2.84 3.16
C -3.25 2.24 1.44
H -2.26 1.09 4.02
H -3.87 1.45 1.00
H -2.42 -0.34 2.94
P 1.01 0.65 -1.86
C 1.95 -0.87 -2.28
C 0.49 1.23 -3.51
H 2.05 2.78 -1.41
H 3.11 1.72 -2.40
H 2.94 1.43 -0.64
C 2.42 1.76 -1.55
H 0.20 2.28 -3.43
H 1.32 1.13 -4.22
H 2.61 -0.65 -3.14
H 1.28 -1.69 -2.53
H -0.38 0.65 -3.85
H 2.58 -1.16 -1.43
Cl -2.46 0.77 -1.78
C 1.67 -3.57 0.13
N 0.31 -3.59 -0.36
C -0.20 -4.88 -0.83
C -0.52 -2.57 -0.04
S 0.14 -1.28 0.90
N -1.85 -2.63 -0.36
C -2.26 -2.89 -1.76
C -2.76 -1.76 0.40
H 2.16 -4.47 -0.24
H 1.70 -3.58 1.23
H 2.22 -2.69 -0.23
H -1.26 -4.98 -0.57
H -0.06 -4.98 -1.91
H 0.38 -5.66 -0.33
H -3.24 -3.36 -1.74
H -2.31 -1.94 -2.30
H -1.56 -3.56 -2.25
H -2.72 -2.01 1.47
H -2.54 -0.67 0.26
H -3.76 -1.94 0.00
*
```


Record 3
The following is a DFT calculation (ωB97M-V/def2-TZVPD) of 4 unconnected molecules or ions with the total composition C9H12ClN3 in a non-equilibrium geometry.

The HOMO energy comes out at -0.3062 Eh. The HOMO-LUMO gap is 8.1 eV. The LUMO energy comes out at -0.00866 Ha.

Geometry as ORCA input:
```
! RIJCOSX wB97M-V def2-TZVPD def2/J DEFGRID3
* xyz 0 1
C 2.60 1.64 -0.99
C 1.40 -0.42 -0.29
C -1.05 -0.38 0.43
C -1.04 0.96 0.92
C -2.13 1.77 0.79
C -3.49 1.24 0.35
C -3.44 -0.15 0.24
C -2.27 -1.02 0.23
C 2.42 -2.17 0.55
H 3.29 1.39 -0.35
H 2.85 0.91 -1.87
H 2.42 2.64 -1.22
H 0.61 1.21 -1.12
H 0.20 -1.90 -0.70
H 0.13 1.36 0.86
H -2.24 2.83 0.99
H -4.41 2.01 0.20
H -2.50 -2.01 -0.09
H 0.83 -3.03 0.48
H 2.83 -1.96 2.10
H 3.61 -2.93 -0.35
N 1.38 1.03 -0.51
N 0.18 -1.00 0.17
N 2.58 -1.02 -0.08
Cl -4.76 -1.00 -0.75
*
```


Record 4
The following is a DFT calculation (ωB97M-V/def2-TZVPD) of a gas-phase ion, C10H15N4 (charge +1) in a non-equilibrium geometry.

The HOMO energy comes out at -0.4559 Eh. The HOMO-LUMO gap is 9.5 eV. Its SMILES is CN1C=C(N)[NH2+]N1Cc1ccccc1. The LUMO energy comes out at -0.10515 Ha.

Geometry as ORCA input:
```
! RIJCOSX wB97M-V def2-TZVPD def2/J DEFGRID3
* xyz 1 1
C 4.05 -0.13 -0.31
C 3.61 -0.55 0.98
C 3.27 0.67 -1.14
C 2.30 -0.23 1.37
C 2.00 0.98 -0.70
C 1.48 0.62 0.52
C 0.08 0.93 0.78
C -2.33 -1.50 -0.18
C -3.05 -0.45 0.17
C -2.73 1.95 -0.33
N -0.96 0.43 -0.22
N -2.30 0.71 0.33
N -0.86 -0.97 -0.35
N -2.42 -2.81 -0.36
H 5.05 -0.24 -0.63
H 4.35 -1.00 1.56
H 3.69 1.18 -1.91
H 1.87 -0.53 2.32
H 1.43 1.71 -1.27
H -4.10 -0.49 0.30
H -0.07 2.07 0.80
H -2.55 1.91 -1.32
H -3.76 2.04 -0.18
H -2.27 2.76 0.12
H -0.49 -1.11 -1.34
H -0.19 -1.37 0.31
H -0.30 0.28 1.67
H -2.01 -3.49 0.23
H -2.78 -3.38 -1.23
*
```


Record 5
The following is a DFT calculation (ωB97M-V/def2-TZVPD) of 2 unconnected molecules or ions with the total composition C5H9NO in a non-equilibrium geometry.

The HOMO energy comes out at -0.3427 Eh. The HOMO-LUMO gap is 10.1 eV. Its SMILES is CN=C=O.C=CC. The LUMO energy comes out at 0.02727 Ha.

Geometry as ORCA input:
```
! RIJCOSX wB97M-V def2-TZVPD def2/J DEFGRID3
* xyz 0 1
C -0.84 -0.15 -1.76
C 1.84 -1.07 0.80
C 0.60 -1.17 0.46
C -0.55 -0.81 1.32
C -0.50 2.18 -0.90
N -0.37 0.81 -1.25
O -1.15 -1.17 -2.20
H 2.55 -1.58 0.24
H 2.24 -0.50 1.57
H 0.41 -1.80 -0.36
H -1.23 -0.41 0.65
H -0.16 -0.30 2.20
H -1.15 -1.71 1.62
H -0.80 2.22 0.19
H 0.38 2.89 -1.10
H -1.28 2.55 -1.46
*
```


Record 6
The following is a DFT calculation (ωB97M-V/def2-TZVPD) of a molecular structure, C19H20F30Mg2N4O24S10 in a non-equilibrium geometry.

The HOMO energy comes out at -0.2106 Eh. The HOMO-LUMO gap is 2.8 eV. The LUMO energy comes out at -0.10683 Ha.

Geometry as ORCA input:
```
! RIJCOSX wB97M-V def2-TZVPD def2/J DEFGRID3
* xyz -2 1
Mg -2.53 7.99 -20.53
Mg -8.41 8.07 -18.03
C -5.17 3.39 -10.69
C -3.98 4.36 -10.22
C -3.47 5.46 -11.22
N -2.57 6.50 -10.55
C -1.97 7.42 -11.63
C -0.71 6.80 -12.32
C 0.30 6.15 -11.39
C -0.34 5.18 -10.42
C -1.48 5.85 -9.68
C -3.51 7.40 -9.65
H -5.10 2.94 -11.69
H -6.08 4.00 -10.73
H -5.37 2.69 -9.89
H -3.18 3.64 -10.05
H -4.07 4.62 -9.16
H -4.33 5.91 -11.72
H -2.81 5.03 -11.98
H -2.78 7.69 -12.31
H -1.71 8.26 -10.99
H -0.87 6.06 -13.10
H -0.13 7.54 -12.87
H 1.11 5.70 -11.97
H 0.77 7.02 -10.92
H -0.59 4.22 -10.86
H 0.42 4.91 -9.69
H -1.95 5.13 -9.00
H -0.93 6.67 -9.21
H -4.20 7.89 -10.33
H -2.96 8.19 -9.14
H -4.16 6.80 -9.01
C -6.85 5.63 -23.13
F -8.11 5.19 -23.26
F -6.17 4.82 -22.28
F -6.28 5.61 -24.27
S -6.72 7.41 -22.43
O -5.25 7.54 -22.15
O -7.21 8.29 -23.51
O -7.49 7.52 -21.21
C -4.32 12.36 -16.73
F -5.35 13.07 -16.29
F -3.33 13.24 -17.08
F -3.80 11.70 -15.67
S -4.82 11.33 -18.20
O -6.03 10.56 -17.77
O -4.98 12.18 -19.37
O -3.72 10.41 -18.46
C -4.94 3.12 -17.18
F -5.49 2.65 -18.28
F -5.82 2.96 -16.24
F -3.84 2.51 -16.98
S -4.79 5.08 -17.32
O -6.17 5.60 -17.48
O -4.25 5.51 -15.97
O -4.01 5.44 -18.52
C 1.31 4.42 -18.47
F 2.53 3.90 -18.27
F 0.77 3.82 -19.52
F 0.62 4.21 -17.38
S 1.55 6.33 -18.89
O 2.25 6.91 -17.77
O 2.26 6.31 -20.19
O 0.21 6.89 -19.05
C -12.27 8.34 -20.91
F -13.47 8.53 -21.36
F -11.78 7.16 -21.34
F -11.50 9.36 -21.32
S -12.23 8.34 -19.01
O -11.50 9.54 -18.67
O -13.63 8.28 -18.62
N -11.13 7.02 -18.57
S -12.17 5.87 -18.36
O -12.89 6.04 -17.11
O -12.94 5.48 -19.54
C -11.09 4.23 -18.00
F -11.89 3.16 -17.76
F -10.24 4.15 -19.04
F -10.35 4.49 -16.94
C -4.10 -2.44 -19.76
F -5.18 -1.86 -19.42
F -3.24 -1.44 -20.10
F -3.53 -2.98 -18.63
S -4.29 -3.67 -21.20
O -5.13 -4.75 -20.59
O -5.03 -3.12 -22.31
N -2.71 -4.31 -21.56
S -2.00 -3.21 -22.44
O -1.51 -3.86 -23.61
O -2.60 -1.88 -22.58
C -0.34 -2.96 -21.42
F 0.14 -4.16 -21.10
F 0.58 -2.35 -22.15
F -0.58 -2.24 -20.30
C -9.46 7.26 -12.20
F -8.50 6.57 -12.61
F -10.66 6.69 -12.54
F -9.35 7.45 -10.86
S -9.41 9.02 -13.05
O -8.93 8.72 -14.42
O -10.77 9.57 -12.95
N -8.18 9.78 -12.22
S -8.79 11.17 -11.89
O -9.09 11.91 -13.13
O -9.85 11.06 -10.88
C -7.25 12.09 -11.05
F -7.47 13.40 -10.94
F -7.03 11.64 -9.85
F -6.09 11.95 -11.79
*
```


Record 7
The following is a DFT calculation (ωB97M-V/def2-TZVPD) of a molecular structure, C10H12AuBiI2O5S in a non-equilibrium geometry.

The HOMO energy (spin up / spin down) comes out at -0.8648 / -0.8741 Eh. The HOMO-LUMO gap (spin up / spin down) is 6.5 / 5.7 eV. The LUMO energy (spin up / spin down) comes out at -0.62489 / -0.66489 Ha. As for the expectation value of S²: 2.044.

Geometry as ORCA input:
```
! RIJCOSX wB97M-V def2-TZVPD def2/J DEFGRID3
* xyz 4 3
I -1.32 3.42 -1.54
I -1.89 -3.55 0.13
Bi -0.99 -1.09 0.96
Au -0.73 1.49 0.31
S -0.36 -0.32 -1.25
C 1.07 2.02 0.51
C -1.18 2.56 1.81
C 1.37 -0.58 -1.92
C 1.24 -1.92 -2.67
C 2.45 -0.67 -0.86
C 1.61 0.58 -2.90
C -1.71 -1.25 2.69
C 0.66 -1.74 1.62
O -1.45 3.29 2.65
O 2.15 2.39 0.62
O -2.15 -1.39 3.75
O 1.62 -2.23 2.02
H 2.22 -2.18 -3.10
H 0.52 -1.85 -3.49
H 0.93 -2.72 -2.00
H 3.36 -0.18 -1.23
H 2.70 -1.71 -0.64
H 2.17 -0.17 0.07
H 2.58 0.44 -3.37
H 1.60 1.54 -2.39
H 0.84 0.60 -3.68
C -3.30 0.87 2.12
C -1.74 0.60 1.90
O -1.10 0.79 3.06
H -3.91 1.17 1.25
H -3.41 1.70 2.86
H -3.82 0.07 2.69
*
```


no.,E (eV)
1,-15623.942
2,-99176.961
3,-26508.476
4,-16563.211
5,-8866.488
6,-275882.977
7,-57304.752